Entry 1:
6
Properties=species:S:1:pos:R:3:nbo_charge:R:1 method="wB97M-V/def2-TZVPD" homo_energy_ev="-8.8 / -9.4" lumo_ev="-0.996 / -1.788"
F 1.352 -1.686 0.462 -0.590
P 1.094 -0.416 -0.560 0.673
P 0.026 0.816 1.093 0.070
I -0.216 2.747 -0.429 -0.100
H 0.041 -0.890 -1.378 -0.058
H -2.298 -0.570 0.812 0.005

Entry 2:
61
Properties=species:S:1:pos:R:3:nbo_charge:R:1 method="wB97M-V/def2-TZVPD" charge=+1 homo_energy_ev=-11.9 lumo_ev=-5.359
Pd 0.766 1.279 0.087 0.894
C -2.822 1.184 -0.279 -0.632
C -2.125 -0.128 -0.664 -0.358
C -1.535 0.017 -2.073 -0.632
C -3.142 -1.279 -0.714 -0.624
P -0.708 -0.479 0.506 1.479
C -0.040 -2.122 0.188 -0.469
C 1.282 -2.336 -0.186 -0.176
C 1.758 -3.625 -0.376 -0.188
C 0.924 -4.713 -0.177 -0.183
C -0.388 -4.511 0.229 -0.137
C -0.870 -3.228 0.414 -0.217
C -1.194 -0.391 2.322 -0.341
C -0.199 -1.217 3.150 -0.627
C -2.590 -0.992 2.557 -0.619
C -1.217 1.066 2.805 -0.627
H -3.490 1.453 -1.100 0.236
H -2.123 2.010 -0.147 0.242
H -3.431 1.092 0.617 0.216
H -2.361 -0.021 -2.786 0.239
H -0.844 -0.792 -2.321 0.224
H -1.052 0.981 -2.193 0.228
H -3.957 -0.943 -1.358 0.239
H -3.575 -1.533 0.250 0.221
H -2.716 -2.171 -1.168 0.228
H 1.954 -1.506 -0.314 0.237
H 2.787 -3.771 -0.674 0.231
H 1.297 -5.717 -0.323 0.233
H -1.041 -5.355 0.407 0.223
H -1.890 -3.102 0.746 0.220
H -0.224 -2.272 2.878 0.223
H -0.504 -1.135 4.195 0.232
H 0.822 -0.861 3.063 0.240
H -2.646 -2.052 2.313 0.215
H -3.385 -0.458 2.045 0.217
H -2.781 -0.903 3.629 0.242
H -0.267 1.582 2.694 0.226
H -1.452 1.053 3.870 0.238
H -1.980 1.657 2.300 0.230
S 2.953 2.078 3.438 0.163
C 2.303 1.203 2.322 0.129
N 1.851 0.448 1.490 -0.676
C 0.303 5.408 -0.773 -0.888
S 0.421 3.753 -0.227 2.342
O -0.343 3.551 0.999 -0.972
O -0.134 2.853 -1.291 -0.987
O 1.836 3.377 -0.043 -0.953
H -0.751 5.669 -0.830 0.268
H 0.782 5.480 -1.747 0.267
H 0.816 6.027 -0.041 0.274
Br 5.125 -0.139 -4.678 0.116
C 3.882 0.196 -3.305 -0.069
C 4.277 0.087 -1.982 -0.215
C 3.366 0.322 -0.959 -0.315
C 2.077 0.652 -1.321 0.206
C 1.663 0.816 -2.621 -0.308
C 2.588 0.566 -3.630 -0.215
H 5.295 -0.179 -1.734 0.248
H 3.678 0.229 0.067 0.263
H 0.677 1.159 -2.885 0.255
H 2.293 0.682 -4.664 0.247

Entry 3:
34
Properties=species:S:1:pos:R:3:lowdin_charge:R:1 method="wB97M-V/def2-TZVPD" charge=-1 spin_multiplicity=8 homo_energy_ev="-2.2 / -6.4" lumo_ev="2.934 / 2.032"
Gd 0.236 2.499 1.864 0.564
Cl -1.766 3.718 1.059 -0.331
Cl 1.650 3.197 3.756 -0.339
C 2.111 -0.900 -0.987 0.036
H 2.023 -1.281 0.041 0.058
H 2.709 0.004 -1.093 0.053
C -0.449 -0.394 -1.417 -0.048
C 0.936 -0.888 -1.851 -0.392
H -0.980 -1.096 -0.757 0.103
C 1.356 -0.143 -3.220 -0.173
H 0.766 -1.997 -2.110 0.145
C 0.923 1.323 -3.309 -0.229
H 2.453 -0.211 -3.318 0.098
H 0.881 -0.660 -4.086 0.113
C -0.590 1.398 -3.317 -0.203
H 1.323 1.955 -2.506 0.113
H 1.327 1.713 -4.250 0.104
C -1.158 0.726 -2.015 -0.215
H -0.947 2.427 -3.425 0.105
H -0.963 0.885 -4.209 0.100
H -1.318 1.568 -1.302 0.085
H -2.156 0.293 -2.277 0.117
N 1.864 -3.415 4.240 0.099
C 1.063 -2.641 3.874 -0.205
C 0.058 -1.678 3.454 -0.271
C -1.297 -2.021 3.518 -0.123
C -2.244 -1.103 3.081 -0.115
C -1.826 0.131 2.609 -0.210
N -0.506 0.475 2.568 -0.257
C 0.439 -0.411 3.020 -0.137
H -1.573 -2.988 3.937 0.093
H -3.303 -1.337 3.125 0.093
H -2.512 0.892 2.243 0.070
H 1.472 -0.039 3.060 0.098

Entry 4:
6
Properties=species:S:1:pos:R:3:nbo_charge:R:1 method="wB97M-V/def2-TZVPD" spin_multiplicity=3 homo_energy_ev="-6.6 / -10.4" lumo_ev="0.547 / -3.820"
C -1.432 -0.525 0.844 0.380
C 1.156 0.325 -0.776 0.133
O -1.695 -0.362 1.957 -0.463
O 1.608 -0.331 -1.593 -0.461
S 1.407 1.561 0.219 0.317
S -1.044 -0.668 -0.651 0.094

Quick rundown of energy relative to the best compared isomer or geometry (same formula, charge and spin), same order as above: 76.1; 13.7; 96.5; 15.8 kcal/mol